# 1
DFT (ωB97M-V with the def2-TZVPD basis set) results for 18 unconnected molecules or ions with the total composition C78H192F18N12O42S6 in a non-equilibrium geometry.

HOMO-LUMO gap, eV: 6.35
Molecular weight, g mol⁻¹: 2504.80
Total charge: +6
Total energy, hartree: -11088.30646

Geometry (Å):
C 3.74 -0.25 9.70
O 3.86 0.34 8.41
C 2.66 0.05 7.68
C 2.57 -1.27 6.97
N 3.74 -1.50 6.01
H 3.93 -0.67 5.46
H 4.63 -1.59 6.48
C 3.62 -2.92 5.32
C 2.42 -3.02 4.32
O 2.29 -1.88 3.49
C 3.17 -1.78 2.41
H 3.37 -1.27 9.56
H 3.00 0.31 10.26
H 4.66 -0.38 10.28
H 2.58 0.73 6.83
H 1.81 0.31 8.31
H 1.66 -1.48 6.40
H 2.66 -2.12 7.65
H 3.63 -3.65 6.13
H 4.60 -2.93 4.84
H 1.48 -2.92 4.86
H 2.48 -3.97 3.78
H 2.78 -2.33 1.55
H 4.18 -2.08 2.69
H 3.16 -0.78 1.98
C -2.14 0.46 -3.81
O -3.25 1.13 -4.36
C -4.06 0.48 -5.37
C -5.43 1.13 -5.50
N -5.16 2.54 -6.09
H -4.46 2.88 -5.45
H -4.70 2.42 -6.98
C -6.43 3.42 -6.32
C -7.31 2.78 -7.42
O -6.53 2.29 -8.47
C -7.36 1.81 -9.46
H -2.22 -0.55 -3.39
H -1.76 0.96 -2.92
H -1.31 0.32 -4.49
H -4.17 -0.57 -5.09
H -3.47 0.47 -6.29
H -5.88 1.39 -4.55
H -6.11 0.61 -6.17
H -6.07 4.40 -6.64
H -6.83 3.47 -5.31
H -7.88 3.64 -7.76
H -8.01 2.02 -7.07
H -8.13 1.12 -9.11
H -6.76 1.27 -10.20
H -7.77 2.69 -9.94
C 3.00 6.52 -4.24
O 3.11 6.35 -2.82
C 4.14 6.97 -2.05
C 3.46 7.60 -0.80
N 2.35 8.59 -1.27
H 2.85 9.21 -1.89
H 1.68 8.06 -1.81
C 1.47 9.35 -0.19
C 0.59 8.36 0.58
O 0.05 7.46 -0.35
C -0.69 6.43 0.26
H 2.87 7.55 -4.56
H 2.12 6.05 -4.67
H 3.94 6.14 -4.66
H 4.68 7.70 -2.65
H 4.74 6.11 -1.74
H 4.21 8.17 -0.25
H 2.99 6.85 -0.17
H 0.91 10.12 -0.72
H 2.15 9.89 0.46
H -0.25 8.89 1.02
H 1.16 7.89 1.38
H -1.38 6.93 0.94
H -0.05 5.78 0.86
H -1.23 5.81 -0.46
C 5.09 -6.51 -4.55
O 5.42 -6.21 -3.13
C 5.22 -7.27 -2.17
C 5.93 -6.75 -0.86
N 7.40 -6.49 -1.18
H 7.80 -7.35 -1.53
H 7.41 -5.94 -2.02
C 8.40 -5.87 -0.21
C 7.84 -4.63 0.48
O 6.63 -4.86 1.20
C 5.68 -3.81 1.30
H 5.12 -5.66 -5.24
H 4.02 -6.68 -4.41
H 5.61 -7.36 -5.00
H 5.59 -8.22 -2.54
H 4.15 -7.38 -2.01
H 5.96 -7.41 0.01
H 5.46 -5.81 -0.57
H 9.30 -5.64 -0.77
H 8.54 -6.60 0.58
H 7.62 -3.88 -0.28
H 8.63 -4.21 1.10
H 5.16 -3.69 0.35
H 6.13 -2.88 1.64
H 4.96 -4.06 2.08
C -1.05 -8.05 3.82
O -1.74 -7.13 3.06
C -2.70 -6.28 3.64
C -2.68 -4.86 3.13
N -1.24 -4.29 3.17
H -0.87 -4.20 4.11
H -0.62 -5.02 2.85
C -0.97 -2.98 2.30
C -1.49 -1.70 2.98
O -2.95 -1.92 3.01
C -3.64 -0.78 3.52
H -0.80 -7.71 4.83
H -0.14 -8.11 3.23
H -1.58 -9.00 3.92
H -2.70 -6.25 4.73
H -3.66 -6.72 3.37
H -3.31 -4.29 3.81
H -3.07 -4.82 2.12
H -1.56 -3.16 1.40
H 0.10 -2.93 2.09
H -1.28 -0.79 2.41
H -1.08 -1.60 3.99
H -4.68 -1.03 3.72
H -3.56 0.13 2.93
H -3.20 -0.59 4.50
C 6.42 0.80 -0.25
O 7.62 1.41 -0.65
C 8.58 0.36 -0.83
C 9.90 0.87 -1.43
N 9.77 1.73 -2.65
H 9.46 2.63 -2.29
H 10.67 1.94 -3.04
C 9.06 1.10 -3.90
C 8.61 2.23 -4.88
O 9.81 2.95 -5.24
C 9.55 4.33 -5.52
H 6.51 0.04 0.53
H 5.80 0.35 -1.02
H 5.79 1.64 0.03
H 8.26 -0.51 -1.40
H 8.83 -0.12 0.12
H 10.60 0.05 -1.59
H 10.41 1.51 -0.71
H 8.18 0.56 -3.55
H 9.80 0.44 -4.36
H 7.80 2.82 -4.45
H 8.21 1.81 -5.80
H 10.50 4.85 -5.48
H 8.94 4.82 -4.76
H 9.00 4.51 -6.45
C -5.24 -3.46 6.91
O -4.19 -2.70 7.54
C -4.52 -1.55 8.22
C -3.18 -0.76 8.46
N -2.58 -0.26 7.15
H -1.99 -0.97 6.74
H -3.34 -0.01 6.54
C -1.63 0.96 7.41
C -1.09 1.51 6.05
O -0.13 0.58 5.62
C 0.68 1.22 4.67
H -6.13 -3.64 7.50
H -4.90 -4.49 6.80
H -5.58 -2.88 6.05
H -4.97 -1.92 9.14
H -5.20 -0.94 7.63
H -2.41 -1.40 8.91
H -3.47 0.08 9.08
H -0.82 0.63 8.06
H -2.20 1.76 7.88
H -0.57 2.45 6.26
H -1.90 1.72 5.36
H 1.49 0.54 4.39
H 1.23 2.11 4.98
H 0.10 1.49 3.78
C 3.14 -0.32 -6.96
O 3.27 -0.91 -5.70
C 3.10 -0.03 -4.60
C 3.59 -0.82 -3.41
N 2.83 -2.12 -3.30
H 1.87 -1.79 -3.36
H 2.87 -2.57 -4.21
C 3.14 -3.07 -2.22
C 2.07 -4.13 -2.13
O 2.05 -5.02 -3.19
C 1.30 -6.20 -3.01
H 4.02 0.29 -7.16
H 2.25 0.30 -7.02
H 2.99 -1.09 -7.71
H 2.08 0.33 -4.44
H 3.68 0.89 -4.67
H 3.67 -0.26 -2.48
H 4.63 -1.11 -3.59
H 3.30 -2.55 -1.27
H 4.02 -3.58 -2.60
H 1.09 -3.65 -2.09
H 2.29 -4.82 -1.32
H 0.23 -6.04 -2.84
H 1.69 -6.81 -2.20
H 1.41 -6.85 -3.88
C -2.57 3.61 1.90
O -2.99 4.75 2.60
C -4.38 5.07 2.55
C -4.59 5.99 3.74
N -3.95 5.50 5.00
H -4.27 4.56 5.17
H -2.94 5.62 5.03
C -4.33 6.37 6.18
C -3.65 7.79 6.10
O -2.36 7.64 5.57
C -1.53 8.78 5.86
H -2.92 3.52 0.87
H -2.90 2.73 2.47
H -1.49 3.51 1.93
H -5.00 4.18 2.62
H -4.57 5.50 1.57
H -5.64 5.95 4.02
H -4.38 6.99 3.35
H -4.01 6.00 7.15
H -5.41 6.47 6.23
H -3.58 8.07 7.15
H -4.38 8.42 5.59
H -1.39 8.98 6.92
H -2.06 9.61 5.40
H -0.53 8.66 5.44
C -3.30 -1.09 -0.50
O -4.69 -0.92 -0.49
C -5.01 0.45 -0.47
C -6.50 0.72 -0.72
N -7.53 0.00 0.20
H -8.45 0.23 -0.15
H -7.51 -1.00 0.07
C -7.44 0.35 1.73
C -8.62 -0.45 2.43
O -9.73 -0.71 1.58
C -10.86 -1.30 2.25
H -3.13 -2.17 -0.48
H -2.86 -0.78 0.44
H -2.81 -0.62 -1.35
H -4.37 0.94 -1.20
H -4.65 0.94 0.44
H -6.76 0.46 -1.74
H -6.77 1.75 -0.50
H -7.68 1.41 1.82
H -6.43 0.17 2.07
H -8.85 0.26 3.22
H -8.24 -1.36 2.89
H -10.37 -2.20 2.64
H -11.58 -1.70 1.52
H -11.40 -0.86 3.09
C 3.03 3.09 -3.37
O 2.00 3.24 -4.38
C 0.65 3.07 -3.87
C -0.34 2.95 -5.08
N -0.09 4.04 -6.20
H 0.90 4.20 -6.22
H -0.37 3.64 -7.08
C -0.82 5.35 -5.88
C -0.37 6.38 -6.87
O 1.00 6.29 -6.99
C 1.64 7.38 -7.43
H 3.04 2.18 -2.78
H 2.70 3.83 -2.64
H 4.06 3.36 -3.64
H 0.38 3.93 -3.27
H 0.60 2.18 -3.24
H -1.38 2.95 -4.79
H -0.22 1.99 -5.60
H -0.56 5.71 -4.88
H -1.89 5.22 -5.96
H -0.65 7.39 -6.55
H -0.83 5.99 -7.78
H 1.96 7.17 -8.46
H 2.65 7.63 -7.08
H 1.11 8.33 -7.43
C -2.40 -4.92 -1.96
O -2.29 -6.31 -1.81
C -2.23 -6.71 -0.40
C -2.53 -8.21 -0.09
N -3.80 -8.68 -0.87
H -3.64 -8.37 -1.82
H -3.80 -9.69 -0.94
C -5.15 -8.23 -0.21
C -6.33 -9.12 -0.72
O -5.76 -10.43 -0.67
C -6.66 -11.40 -1.20
H -2.26 -4.55 -2.97
H -1.68 -4.33 -1.39
H -3.37 -4.50 -1.68
H -2.92 -6.04 0.12
H -1.21 -6.59 -0.04
H -2.56 -8.45 0.98
H -1.67 -8.73 -0.50
H -5.20 -7.14 -0.26
H -5.06 -8.41 0.86
H -6.50 -8.79 -1.74
H -7.28 -8.97 -0.20
H -7.58 -11.55 -0.64
H -6.10 -12.34 -1.27
H -6.98 -11.18 -2.22
C 0.66 5.92 4.41
F 1.41 7.13 4.35
F -0.43 6.10 3.67
F 1.26 4.91 3.82
S 0.21 5.45 6.30
O 1.27 4.52 6.66
O 0.24 6.67 7.10
O -1.13 4.87 6.21
C 0.13 1.39 -0.13
F -1.18 1.59 -0.55
F 0.85 2.38 -0.57
F 0.15 1.29 1.20
S 0.76 -0.32 -0.84
O 2.17 -0.32 -0.37
O -0.03 -1.39 -0.20
O 0.67 -0.22 -2.27
C 2.23 -7.87 1.06
F 3.51 -8.02 0.60
F 1.35 -7.90 0.02
F 1.97 -8.88 1.82
S 1.83 -6.19 1.96
O 0.52 -5.79 1.62
O 2.04 -6.54 3.38
O 2.88 -5.23 1.49
C 3.94 2.54 2.37
F 4.75 3.14 1.44
F 3.28 3.41 3.12
F 3.08 1.77 1.84
S 4.90 1.38 3.58
O 4.01 0.94 4.61
O 5.43 0.30 2.72
O 5.91 2.28 4.09
C 0.00 -3.59 -5.42
F -0.55 -4.82 -5.35
F 0.03 -3.01 -4.23
F 1.28 -3.80 -5.82
S -0.95 -2.48 -6.75
O -0.72 -3.11 -8.02
O -2.37 -2.47 -6.39
O -0.36 -1.13 -6.76
C -4.26 4.31 -1.80
F -4.18 5.16 -0.73
F -3.50 3.22 -1.55
F -5.53 3.95 -1.87
S -3.71 5.27 -3.37
O -4.04 4.28 -4.41
O -4.50 6.50 -3.37
O -2.26 5.48 -3.26

Mulliken atomic charge list, values in e, 6 entries: C -0.6293; O -0.3668; C 0.0171; C -0.1962; N 0.4946; H -0.1057

=====

# 2
DFT (ωB97M-V with the def2-TZVPD basis set) results for a gas-phase ion, C5H6N (charge +1) in a non-equilibrium geometry.

HOMO-LUMO gap, eV: 10.81
Molecular weight, g mol⁻¹: 80.11
Total charge: +1
Energy above the lowest of the compared OMol25 structures with the same formula, charge and spin, kcal/mol: 94.7
SMILES string: C#[N+][C@@H]1C=C1C
Total energy, hartree: -248.46471

Geometry (Å):
C 2.43 -0.55 0.46
N 1.61 -0.03 -0.15
C 0.55 0.61 -0.73
C -0.22 1.45 0.24
C -0.81 0.39 -0.10
C -1.71 -0.71 0.06
H 3.04 -1.35 0.95
H 0.77 0.83 -1.78
H 0.04 2.43 0.49
H -1.47 -1.61 -0.52
H -2.79 -0.51 -0.01
H -1.45 -0.95 1.07

Mulliken atomic charge list, values in e, 6 entries: C 0.1131; N 0.0928; C -0.4829; C -0.2675; C 0.3773; C -1.0291

=====

# 3
DFT (ωB97M-V with the def2-TZVPD basis set) results for 2 unconnected molecules or ions with the total composition C3H10NO2 in a non-equilibrium geometry.

HOMO-LUMO gap, eV: 7.81
Molecular weight, g mol⁻¹: 92.12
Total charge: -1
Energy above the lowest of the compared OMol25 structures with the same formula, charge and spin, kcal/mol: 6.0
Total energy, hartree: -325.54516

Geometry (Å):
C 0.06 0.25 1.11
O -0.59 1.21 0.37
C 0.97 -0.71 0.19
C 2.34 -0.07 -0.03
N 0.31 -0.89 -1.10
H 0.78 0.74 1.78
H -0.64 -0.45 1.62
H 1.03 -1.65 0.73
H 2.32 0.72 -0.75
H 3.04 -0.84 -0.38
H 2.72 0.30 0.93
H -0.26 -1.73 -1.07
H -0.27 -0.06 -1.22
H -1.92 0.55 0.12
H -2.61 0.48 -1.29
O -2.79 0.22 -0.38

Mulliken atomic charge list, values in e, 6 entries: C -0.5968; O -0.9250; C 0.2974; C -1.4241; N -0.7678; H 0.3209